76
Properties=species:S:1:pos:R:3:lowdin_charge:R:1 method="wB97M-V/def2-TZVPD" max_force_ev_per_a=0.5 s_squared=9.3331 homo_ev="-13.44 / -13.37" spin_multiplicity=6 orbital_gap_ev="7.2 / 7.2" total_charge=+2 e_above_lowest_kcal_mol=22.5
Dy 0.1788 0.9530 0.8426 1.698
C 0.8798 -2.1614 4.3808 0.012
O 1.2656 -2.8130 3.1160 0.083
C 0.9336 -1.9772 2.1611 -0.312
N 0.3474 -0.8815 2.4630 0.021
C 0.2056 -0.8423 3.9307 -0.221
C 0.7961 0.4235 4.5060 -0.205
C 0.4201 0.8310 5.7830 -0.027
C 0.9591 1.9792 6.3449 -0.040
C 1.8771 2.7466 5.6338 -0.052
C 2.2510 2.3547 4.3593 -0.069
C 1.7070 1.2014 3.8008 -0.086
C 1.2623 -2.3046 0.7585 -0.152
C 1.6347 -3.5540 0.3023 0.065
C 1.8732 -3.6973 -1.0591 0.029
C 1.7489 -2.5969 -1.8983 0.067
C 1.3880 -1.3896 -1.3300 -0.152
N 1.1446 -1.2447 -0.0333 0.080
C 1.2815 -0.1073 -2.0584 -0.321
N 0.9659 0.9811 -1.4638 0.036
C 1.2528 2.0787 -2.4415 -0.210
C 1.3170 1.3053 -3.7602 -0.015
O 1.5880 -0.0761 -3.3354 0.078
C 2.5094 2.7838 -1.9865 -0.186
C 2.3887 3.7168 -0.9596 -0.052
C 3.5045 4.3405 -0.4248 -0.059
C 4.7665 4.0327 -0.9208 -0.058
C 4.8955 3.1085 -1.9457 -0.046
C 3.7723 2.4800 -2.4755 -0.015
H 1.7907 -2.0145 4.9542 0.145
H 0.2116 -2.8446 4.8936 0.142
H -0.8574 -0.8653 4.1731 0.141
H -0.2993 0.2458 6.3462 0.131
H 0.6609 2.2785 7.3413 0.122
H 2.3026 3.6370 6.0768 0.120
H 2.9778 2.9340 3.8034 0.117
H 2.0820 0.8854 2.8328 0.080
H 1.7262 -4.3828 0.9906 0.141
H 2.1566 -4.6605 -1.4615 0.135
H 1.9320 -2.6671 -2.9614 0.141
H 0.4187 2.7795 -2.4514 0.136
H 2.1110 1.6018 -4.4350 0.134
H 0.3656 1.2869 -4.2861 0.143
H 1.3999 3.9939 -0.6087 0.070
H 3.3923 5.0841 0.3544 0.113
H 5.6433 4.5239 -0.5204 0.116
H 5.8747 2.8777 -2.3441 0.118
H 3.9056 1.7606 -3.2740 0.116
C -2.8340 1.5347 0.5979 -0.432
C -2.1492 2.6891 -0.0832 -0.210
C -1.3568 3.3394 0.8112 -0.257
C -1.5386 2.7220 2.1458 -0.268
C -2.4374 1.7069 2.0411 -0.216
C -3.0002 0.8574 3.1264 0.005
C -1.0019 3.3347 3.4036 -0.009
C -0.6651 4.6583 0.6142 -0.022
C -2.3821 3.0057 -1.5178 0.003
C -4.3049 1.3221 0.2990 0.003
H -4.0501 1.1114 3.2941 0.108
H -2.4768 0.9889 4.0730 0.078
H -2.9786 -0.2004 2.8496 0.097
H -1.6411 4.1729 3.6924 0.115
H 0.0056 3.7316 3.2822 0.074
H -0.9769 2.6305 4.2327 0.067
H -1.3076 5.4581 0.9901 0.113
H -0.4656 4.8773 -0.4337 0.076
H 0.2756 4.7326 1.1632 0.078
H -3.3998 3.3796 -1.6597 0.108
H -2.2937 2.1055 -2.1330 0.097
H -1.7021 3.7665 -1.8979 0.078
H -4.9172 2.1626 0.6281 0.109
H -4.6670 0.4237 0.8015 0.097
H -4.4664 1.1921 -0.7722 0.094
N -2.3070 -0.6903 -0.4722 0.107
C -1.9340 0.3414 0.1516 -0.399
H -3.3104 -0.7314 -0.6819 0.054

---

85
Properties=species:S:1:pos:R:3:lowdin_charge:R:1 method="wB97M-V/def2-TZVPD" max_force_ev_per_a=1.8 homo_ev=-10.99 spin_multiplicity=1 orbital_gap_ev=8.6 total_charge=+1 e_above_lowest_kcal_mol=11.2
C 1.7276 3.2287 1.2304 -0.084
C 2.6385 1.9895 1.2144 -0.192
C 1.9798 0.6474 1.5771 -0.300
C 1.0493 0.7788 2.7879 -0.041
C 1.3380 -0.1030 0.3842 -0.343
C 2.4053 -0.2593 -0.7546 -0.107
C 2.1897 0.7308 -1.8986 -0.218
C 3.3374 0.7184 -2.9403 -0.184
C 2.7517 0.9246 -4.3515 -0.215
S 1.7949 2.4002 -4.5129 0.594
O 1.7317 2.7647 -5.8959 -0.264
O 0.5331 2.2698 -3.8397 -0.294
O 2.6892 3.4715 -3.7492 -0.141
C 0.9318 -1.5286 0.8382 -0.087
C -0.5275 -1.6811 1.2626 -0.124
N -1.3620 -1.0264 0.2199 0.108
C -1.0841 0.3069 0.1929 -0.329
N -1.9598 1.2360 0.5287 0.130
C -3.3338 0.9512 0.9483 -0.154
C -4.0639 2.2184 1.4375 -0.254
N -5.0550 1.9551 2.4686 0.007
N 0.1710 0.6393 -0.1920 0.184
H 2.3614 4.1122 1.2762 0.083
H 1.0741 3.2803 2.0949 0.068
H 1.1763 3.3346 0.2937 0.061
H 3.1467 1.9687 0.2559 0.096
H 3.4167 2.1585 1.9581 0.122
H 2.7769 -0.0192 1.9053 0.144
H 1.4915 1.5158 3.4585 0.092
H 0.0637 1.1629 2.5371 0.071
H 1.0002 -0.1457 3.3546 0.073
H 2.3493 -1.2535 -1.1873 0.117
H 3.3922 -0.0996 -0.3256 0.125
H 2.1062 1.7486 -1.5268 0.094
H 1.2914 0.4363 -2.4285 0.099
H 3.8633 -0.2314 -2.9048 0.119
H 4.0201 1.5425 -2.7498 0.111
H 2.0355 0.1275 -4.5406 0.118
H 3.5226 0.8938 -5.1133 0.116
H 2.2281 4.3138 -3.8696 0.106
H 1.1293 -2.2816 0.0817 0.120
H 1.5389 -1.8100 1.6990 0.115
H -0.8051 -2.7240 1.3605 0.128
H -0.7101 -1.1984 2.2233 0.110
H -2.3502 -1.2303 0.2705 0.129
H -1.6834 2.2041 0.5026 0.158
H -3.3769 0.1626 1.6963 0.120
H -3.8807 0.5776 0.0785 0.127
H -4.5472 2.6946 0.5904 0.119
H -3.3250 2.9004 1.8595 0.114
H -4.5840 1.5979 3.2898 0.072
H -5.7208 1.2529 2.1728 0.075
H 0.3035 1.6419 -0.1561 0.117
C 4.0067 -5.0123 6.0628 -0.102
O 2.6102 -4.9415 6.3011 -0.185
C 2.0836 -3.6321 6.2101 -0.207
C 1.3704 -3.4132 4.8948 -0.208
O 2.2685 -3.4451 3.7916 -0.213
C 2.2395 -4.6788 3.0906 -0.105
H 4.2667 -6.0625 5.9487 0.092
H 4.2896 -4.4750 5.1543 0.083
H 4.5623 -4.6042 6.9128 0.092
H 2.8712 -2.8846 6.3453 0.129
H 1.3611 -3.5133 7.0235 0.129
H 0.9071 -2.4194 4.9083 0.114
H 0.5770 -4.1553 4.7663 0.128
H 1.3191 -4.7661 2.5003 0.082
H 2.3118 -5.5289 3.7705 0.089
H 3.0915 -4.6935 2.4130 0.092
C -2.4234 2.3037 -4.5866 -0.112
O -3.7554 2.3896 -4.0968 -0.199
C -4.7382 2.1843 -5.1009 -0.204
C -5.3183 0.7900 -5.0372 -0.201
O -4.3514 -0.1982 -5.3629 -0.182
C -3.8127 -0.8531 -4.2356 -0.122
H -1.7597 2.2615 -3.7315 0.053
H -2.2747 1.4092 -5.1959 0.090
H -2.1743 3.1895 -5.1792 0.096
H -4.3209 2.3759 -6.0932 0.129
H -5.5407 2.9074 -4.9256 0.126
H -6.1243 0.7082 -5.7720 0.128
H -5.7439 0.6009 -4.0466 0.123
H -4.5470 -1.5414 -3.8004 0.088
H -3.4876 -0.1390 -3.4723 0.073
H -2.9513 -1.4296 -4.5701 0.089

---

59
Properties=species:S:1:pos:R:3:nbo_charge:R:1 method="wB97M-V/def2-TZVPD" max_force_ev_per_a=5.5 homo_ev=-10.00 spin_multiplicity=1 orbital_gap_ev=9.8 e_above_lowest_kcal_mol=47.1
C 3.6855 1.3987 -2.0055 -0.671
C 2.2076 1.5546 -2.3568 0.070
C 1.2845 2.0210 -1.2243 -0.087
O 1.4495 3.3945 -1.2001 -0.491
C 1.8647 3.7335 -2.4711 0.958
O 2.0304 4.8764 -2.8022 -0.574
O 2.0601 2.6755 -3.2152 -0.475
H 4.4013 1.7986 -2.7237 0.240
H 4.1023 0.4662 -1.6248 0.248
H 3.7578 2.0709 -1.1504 0.210
H 1.7870 0.6315 -2.7557 0.191
H 1.8667 1.6169 -0.3961 0.181
H 0.2591 1.6538 -1.1830 0.196
C -1.7542 3.0205 3.6910 -0.615
C -2.1705 3.2132 2.2034 0.077
C -2.4593 2.0656 1.2547 -0.091
O -3.7170 2.5063 0.6706 -0.489
C -4.4062 3.2525 1.4288 0.988
O -5.6043 3.5492 1.5256 -0.590
O -3.4994 3.6945 2.3713 -0.529
H -2.5161 2.3917 4.1516 0.215
H -1.8081 3.9019 4.3301 0.236
H -0.7827 2.5266 3.7093 0.196
H -1.4990 3.8607 1.6395 0.180
H -2.5205 1.1726 1.8768 0.189
H -1.5964 2.0199 0.5903 0.230
C -1.6279 -1.1299 -0.5424 -0.648
C -1.9143 -2.4255 -1.3250 0.080
C -2.8970 -3.2893 -0.5279 -0.104
O -3.9514 -3.6257 -1.3748 -0.472
C -3.9207 -2.8827 -2.4850 0.978
O -4.6642 -2.9027 -3.4527 -0.554
O -2.7512 -2.0444 -2.4360 -0.521
H -2.5884 -0.6440 -0.3711 0.228
H -1.1738 -0.4386 -1.2523 0.225
H -1.1532 -1.1791 0.4376 0.228
H -1.0446 -2.9665 -1.6978 0.176
H -3.2723 -2.6466 0.2684 0.178
H -2.5547 -4.1130 0.0985 0.205
C 1.7169 -1.0863 1.9978 -0.825
S 1.5980 0.7203 2.1425 1.180
O 0.2220 1.0989 1.4886 -1.005
C 1.3190 0.7855 4.0142 -0.780
H 1.7166 -1.3590 0.9424 0.255
H 0.7311 -1.4840 2.2389 0.226
H 2.5244 -1.5481 2.5660 0.248
H 0.8631 1.7490 4.2418 0.244
H 2.1885 0.4744 4.5932 0.239
H 0.6364 -0.0286 4.2581 0.225
C 2.5899 -2.9170 -3.0757 -0.833
S 3.4105 -3.5247 -1.5271 1.202
O 3.7892 -2.2643 -0.7458 -0.975
C 1.8817 -4.2442 -0.7542 -0.806
H 1.5031 -2.8984 -2.9955 0.223
H 2.8486 -3.3288 -4.0512 0.249
H 2.8806 -1.8709 -3.1724 0.251
H 1.2240 -3.3975 -0.5579 0.217
H 2.0323 -4.7452 0.2021 0.242
H 1.4149 -4.9111 -1.4791 0.233

---

133
Properties=species:S:1:pos:R:3:lowdin_charge:R:1 method="wB97M-V/def2-TZVPD" max_force_ev_per_a=2.0 s_squared=0.7754 homo_ev="-10.56 / -10.29" spin_multiplicity=2 orbital_gap_ev="6.9 / 6.6" total_charge=+1 e_above_lowest_kcal_mol=0.0
Cr 0.5007 -0.5200 -0.6086 0.789
C 1.2276 3.0786 4.6824 0.028
C 0.1856 1.9984 4.4287 -0.549
C -0.7499 1.8592 5.6218 0.018
O -0.5379 2.3182 3.2524 -0.001
C -0.1441 1.4808 2.1853 -0.157
C 0.5931 0.3165 2.8550 -0.145
O 0.7982 0.7330 4.1888 -0.008
C 1.9425 -0.0063 2.1474 -0.360
O 1.6721 -0.2803 0.8053 -0.220
C 2.6341 -1.2495 2.7334 -0.167
C 3.6984 -1.7791 2.0044 -0.024
C 4.3417 -2.9278 2.4324 -0.068
C 3.9320 -3.5622 3.5989 -0.079
C 2.8901 -3.0275 4.3376 -0.079
C 2.2431 -1.8719 3.9110 -0.041
C 2.9329 1.1580 2.3056 -0.128
C 3.6801 1.2945 3.4724 -0.027
C 4.5964 2.3266 3.6053 -0.068
C 4.7970 3.2319 2.5735 -0.082
C 4.0630 3.0983 1.4054 -0.070
C 3.1384 2.0705 1.2789 -0.023
C -1.3596 1.1394 1.2608 -0.340
O -0.8753 0.4860 0.1198 -0.281
C -2.4745 0.3452 1.9581 -0.135
C -3.1156 -0.6832 1.2814 -0.038
C -4.2035 -1.3388 1.8429 -0.069
C -4.6511 -0.9975 3.1071 -0.076
C -4.0450 0.0560 3.7750 -0.062
C -2.9903 0.7409 3.1923 -0.019
C -1.9630 2.4777 0.7687 -0.126
C -1.1437 3.5619 0.4597 -0.048
C -1.6706 4.7302 -0.0730 -0.070
C -3.0317 4.8394 -0.3122 -0.081
C -3.8579 3.7697 -0.0058 -0.065
C -3.3287 2.6027 0.5290 -0.033
H 0.7156 4.0239 4.8626 0.098
H 1.8746 3.1954 3.8142 0.077
H 1.8367 2.8214 5.5483 0.098
H -1.3752 2.7467 5.7186 0.099
H -0.1516 1.7402 6.5241 0.094
H -1.3802 0.9792 5.5062 0.082
H 0.5733 2.0061 1.5474 0.127
H -0.0319 -0.5831 2.8303 0.160
H 4.0159 -1.2768 1.0979 0.119
H 5.1697 -3.3279 1.8590 0.103
H 4.4350 -4.4587 3.9379 0.105
H 2.5758 -3.5099 5.2550 0.110
H 1.4392 -1.4486 4.4997 0.122
H 3.5424 0.5931 4.2848 0.126
H 5.1591 2.4278 4.5248 0.110
H 5.5191 4.0312 2.6764 0.104
H 4.2077 3.7949 0.5875 0.100
H 2.5659 1.9737 0.3740 0.083
H -2.7963 -0.9363 0.2816 0.081
H -4.7056 -2.1170 1.2820 0.096
H -5.4883 -1.5168 3.5563 0.104
H -4.4131 0.3640 4.7460 0.108
H -2.5895 1.6128 3.6780 0.106
H -0.0764 3.5201 0.6398 0.110
H -1.0087 5.5588 -0.2940 0.105
H -3.4422 5.7463 -0.7366 0.104
H -4.9246 3.8427 -0.1795 0.109
H -3.9977 1.7839 0.7564 0.109
C -1.2905 -4.7366 2.6862 -0.049
C -0.1899 -3.8930 2.7079 -0.038
C 0.0862 -3.0837 1.6203 0.000
C -0.7444 -3.1181 0.5074 -0.232
C -1.8215 -4.0038 0.4602 -0.010
C -2.0934 -4.7999 1.5534 -0.056
N -0.4252 -2.3032 -0.6063 -0.004
N -0.6811 -2.8918 -1.6950 0.101
C -0.3046 -2.2200 -2.8353 -0.318
C 0.1651 -3.0290 -3.8780 0.001
C 0.8255 -2.4634 -4.9442 -0.034
C 1.0340 -1.0839 -4.9737 -0.035
C 0.4786 -0.2856 -3.9984 -0.115
C -0.2591 -0.8050 -2.9157 -0.250
H -1.5199 -5.3486 3.5482 0.112
H 0.4636 -3.8677 3.5695 0.096
H 0.9656 -2.4542 1.6034 0.091
H -2.4491 -4.0240 -0.4211 0.100
H -2.9443 -5.4680 1.5300 0.112
H 0.0507 -4.1021 -3.7902 0.126
H 1.1910 -3.0852 -5.7506 0.117
H 1.5764 -0.6287 -5.7922 0.119
H 0.5639 0.7892 -4.1102 0.111
C 1.8425 3.1927 -2.3570 0.000
C 1.0621 2.2225 -1.7301 -0.090
N 1.4915 0.9878 -1.5212 0.023
C 2.7180 0.6486 -1.9780 -0.146
C 3.5897 1.5678 -2.5786 -0.122
C 3.1202 2.8794 -2.7585 0.031
C 4.8989 1.1304 -2.9533 0.005
C 5.2921 -0.1474 -2.7482 0.006
C 4.3931 -1.1173 -2.2009 -0.121
C 4.7197 -2.4723 -2.0300 0.026
C 3.7678 -3.3229 -1.5266 -0.008
C 2.5018 -2.8285 -1.2067 -0.071
N 2.1571 -1.5627 -1.3599 0.059
C 3.1008 -0.7139 -1.8333 -0.126
H 1.4470 4.1898 -2.4894 0.122
H 0.0796 2.4598 -1.3397 0.088
H 3.7658 3.6239 -3.2069 0.130
H 5.5769 1.8503 -3.3938 0.125
H 6.2956 -0.4617 -3.0053 0.125
H 5.7047 -2.8310 -2.3007 0.130
H 3.9776 -4.3719 -1.3751 0.121
H 1.7510 -3.5039 -0.8161 0.123
Ge -1.9834 0.2791 -2.6181 1.087
C -3.5041 -0.7897 -2.0115 -0.296
C -4.5499 -0.0948 -1.4074 -0.117
C -5.7038 -0.7581 -1.0225 -0.074
C -5.8241 -2.1253 -1.2329 -0.082
C -4.7890 -2.8239 -1.8367 -0.078
C -3.6362 -2.1586 -2.2310 -0.118
C -2.2391 0.9068 -4.4707 -0.309
C -1.9290 2.2281 -4.7844 -0.127
C -1.9951 2.6843 -6.0934 -0.082
C -2.3829 1.8197 -7.1070 -0.081
C -2.7031 0.5023 -6.8058 -0.079
C -2.6298 0.0503 -5.4971 -0.104
H -1.8631 1.5486 -1.7922 0.026
H -4.4558 0.9703 -1.2271 0.090
H -6.5181 -0.2138 -0.5618 0.116
H -6.7270 -2.6421 -0.9356 0.111
H -4.8845 -3.8886 -2.0112 0.109
H -2.8402 -2.7187 -2.7061 0.085
H -1.6441 2.9130 -3.9902 0.091
H -1.7502 3.7136 -6.3239 0.104
H -2.4494 2.1750 -8.1270 0.106
H -3.0140 -0.1671 -7.5980 0.106
H -2.8888 -0.9805 -5.2744 0.104

---

31
Properties=species:S:1:pos:R:3:nbo_charge:R:1 method="wB97M-V/def2-TZVPD" max_force_ev_per_a=0.5 homo_ev=-8.80 spin_multiplicity=1 orbital_gap_ev=8.7 e_above_lowest_kcal_mol=0.0
C 3.3273 0.8991 2.0500 -0.488
N 2.1432 0.1257 1.5984 0.541
O 1.4523 -0.4089 2.4389 -0.377
O 1.9404 0.0794 0.4026 -0.392
H 3.3762 0.8490 3.1310 0.228
H 4.1960 0.4414 1.5929 0.258
H 3.1967 1.9213 1.7057 0.228
C 4.4848 -3.8331 0.6775 -0.486
N 5.2022 -2.6874 1.3002 0.545
O 4.5686 -1.6690 1.4984 -0.406
O 6.3694 -2.8427 1.5687 -0.361
H 3.4585 -3.5349 0.5004 0.237
H 5.0008 -4.0693 -0.2480 0.237
H 4.5483 -4.6661 1.3707 0.237
C -0.6290 1.8131 -0.8323 -0.634
C -1.6159 0.7908 -1.4006 -0.058
O -2.9356 1.2773 -1.2535 -0.550
C -3.9021 0.2622 -1.4015 -0.074
C -5.3317 0.8541 -1.2737 -0.232
N -5.4041 2.2699 -0.9628 -0.834
H 0.1249 2.1002 -1.5639 0.209
H -0.1190 1.4248 0.0470 0.217
H -1.1980 2.6921 -0.5227 0.221
H -1.5062 -0.1736 -0.8907 0.166
H -1.4009 0.6096 -2.4625 0.159
H -3.7376 -0.5175 -0.6453 0.159
H -3.7897 -0.2142 -2.3854 0.157
H -5.8702 0.6623 -2.2054 0.177
H -5.8615 0.3143 -0.4876 0.189
H -4.6435 2.7863 -1.3734 0.371
H -5.4445 2.4438 0.0270 0.357

---

What did the fifth record say?
31
Properties=species:S:1:pos:R:3:nbo_charge:R:1 method="wB97M-V/def2-TZVPD" max_force_ev_per_a=0.5 homo_ev=-8.80 spin_multiplicity=1 orbital_gap_ev=8.7 e_above_lowest_kcal_mol=0.0
C 3.3273 0.8991 2.0500 -0.488
N 2.1432 0.1257 1.5984 0.541
O 1.4523 -0.4089 2.4389 -0.377
O 1.9404 0.0794 0.4026 -0.392
H 3.3762 0.8490 3.1310 0.228
H 4.1960 0.4414 1.5929 0.258
H 3.1967 1.9213 1.7057 0.228
C 4.4848 -3.8331 0.6775 -0.486
N 5.2022 -2.6874 1.3002 0.545
O 4.5686 -1.6690 1.4984 -0.406
O 6.3694 -2.8427 1.5687 -0.361
H 3.4585 -3.5349 0.5004 0.237
H 5.0008 -4.0693 -0.2480 0.237
H 4.5483 -4.6661 1.3707 0.237
C -0.6290 1.8131 -0.8323 -0.634
C -1.6159 0.7908 -1.4006 -0.058
O -2.9356 1.2773 -1.2535 -0.550
C -3.9021 0.2622 -1.4015 -0.074
C -5.3317 0.8541 -1.2737 -0.232
N -5.4041 2.2699 -0.9628 -0.834
H 0.1249 2.1002 -1.5639 0.209
H -0.1190 1.4248 0.0470 0.217
H -1.1980 2.6921 -0.5227 0.221
H -1.5062 -0.1736 -0.8907 0.166
H -1.4009 0.6096 -2.4625 0.159
H -3.7376 -0.5175 -0.6453 0.159
H -3.7897 -0.2142 -2.3854 0.157
H -5.8702 0.6623 -2.2054 0.177
H -5.8615 0.3143 -0.4876 0.189
H -4.6435 2.7863 -1.3734 0.371
H -5.4445 2.4438 0.0270 0.357